Computed, not measured: C20H46AsCoN17O2Si2 as an isolated structure, with ωB97M-V/def2-TZVPD.

Element x y z (Å)
1 H 3.32518 -5.31873 -0.61718
2 N -4.09947 -1.86690 2.43181
3 C 0.74044 4.35938 -1.24059
4 C -1.37650 0.99774 3.16508
5 H -5.87332 -1.50428 3.49356
6 H 2.26153 -4.24934 -1.55598
7 C 1.38656 -2.75788 0.55428
8 Co -0.98599 -0.72115 0.61268
9 H 1.02000 3.85532 -2.16418
10 C -3.08882 1.28615 1.48929
11 H -5.48086 -4.25216 0.23033
12 H 2.98790 -3.46651 2.61163
13 C 5.84972 3.19871 -1.90954
14 C -3.70987 -2.11356 1.14111
15 H -0.26605 4.02362 -0.97111
16 N -2.46104 -2.22055 0.84948
17 H 3.71018 5.51949 1.13522
18 H -0.23709 1.09738 -4.09180
19 N -3.17210 0.95957 -0.60577
20 C 3.79278 -2.70223 0.10656
21 N -0.81648 1.47896 4.25787
22 As 3.16858 2.06378 0.14595
23 N -0.93669 -1.26111 -2.01446
24 H -1.28251 1.46254 -1.60678
25 Si 1.95512 4.01330 0.19330
26 H -3.11969 1.99173 3.36591
27 H 1.05593 0.27798 -0.55830
28 H 4.71318 -3.29532 0.05614
29 N -4.76153 -2.26317 0.23899
30 H -4.89456 -0.06379 3.14016
31 Si 4.21776 2.21785 -1.88589
32 C 4.72377 0.47153 -2.43035
33 N -0.53831 0.29142 2.42105
34 H -6.71308 -2.98760 0.04699
35 H 3.12058 3.99535 -3.30697
36 C -5.23620 -1.02253 2.74281
37 O -0.64388 -2.40000 -3.96747
38 N -2.71422 1.24671 2.82163
39 N 0.08616 0.58868 -0.44154
40 H -2.32540 -2.66206 3.18046
41 H -5.33722 -2.01440 -1.73594
42 H 3.84840 -0.11106 -2.72834
43 C 2.86331 -4.23723 1.85043
44 C 2.42879 -4.69015 -0.57181
45 C 2.59780 -3.58969 0.48402
46 H 5.19827 -0.06036 -1.60140
47 H 2.02184 -4.86798 2.14353
48 H 6.35344 3.12777 -2.88064
49 H 0.22774 1.46575 0.05902
50 H 6.52087 2.81939 -1.13537
51 C 3.27607 2.91669 -3.38773
52 C -0.66756 -0.10746 -2.57565
53 H -3.71988 -1.41145 -1.35478
54 H 3.62493 -2.23302 -0.86372
55 C -5.78064 -3.24536 0.55514
56 O -1.56067 -3.33276 -2.26521
57 H 3.91967 -1.90316 0.83756
58 C 2.95623 5.62159 0.35225
59 H -5.96431 -3.26981 1.62605
60 C 0.87032 3.91637 1.73896
61 N -0.38978 0.97888 -1.74491
62 N -4.12594 1.98665 1.04112
63 H 5.42508 0.50043 -3.27142
64 N -1.05917 -2.37111 -2.80421
65 H -0.70487 -0.51939 -4.54457
66 N -0.69642 0.22929 -3.87047
67 H -2.29943 -2.68059 -0.04379
68 N 0.46702 1.05743 4.16130
69 H 0.05717 3.19327 1.61786
70 C 0.43750 -2.00043 0.60854
71 N -4.13722 1.75636 -0.28059
72 H -5.81844 -0.82985 1.84608
73 N -2.48242 0.62556 0.51075
74 H 0.41497 4.88752 1.96146
75 H -3.99706 -3.16410 -1.53211
76 N 0.63879 0.37164 3.08061
77 H -3.62571 -2.40793 4.38119
78 H -2.68038 -1.03655 3.76641
79 H 1.56916 -5.31975 -0.33504
80 H 5.66448 4.25361 -1.68885
81 H 3.76965 -4.85210 1.81458
82 H 3.47975 5.83851 -0.58400
83 H 0.68210 5.43545 -1.43768
84 C -4.42491 -2.22007 -1.17214
85 H 3.85715 2.72284 -4.29694
86 H 1.43933 3.58615 2.60968
87 C -3.12256 -1.99700 3.49992
88 H 2.30588 6.47087 0.58897
89 H 2.29716 2.44241 -3.49250

Force components x, y, z for each atom (eV/Å):
H 0.000 0.000 -0.007
N 0.108 0.140 -0.056
C -0.042 0.032 0.039
C -0.006 0.185 -0.113
H -0.010 -0.008 -0.012
H -0.007 0.002 0.002
C 0.001 -0.011 -0.122
Co -0.451 -0.023 0.152
H 0.030 0.002 -0.003
C 0.030 0.038 -0.009
H 0.002 0.001 -0.007
H -0.003 0.000 -0.001
C -0.037 0.032 0.040
C -0.083 -0.076 0.297
H 0.006 -0.020 -0.006
N 0.240 0.025 -0.351
H -0.015 0.014 0.020
H -0.046 0.009 0.005
N -0.020 -0.017 -0.005
C -0.006 -0.012 -0.001
N 0.040 0.028 -0.013
As 0.113 -0.034 -0.123
N 0.020 -0.017 -0.032
H 0.071 0.144 -0.034
Si -0.006 -0.044 0.026
H 0.011 0.025 -0.005
H -0.017 0.051 -0.037
H 0.003 0.003 0.005
N 0.121 -0.167 -0.055
H 0.004 -0.015 0.014
Si -0.036 0.057 -0.025
C 0.010 -0.004 0.050
N 0.043 0.005 0.031
H 0.003 0.005 -0.002
H -0.014 0.000 0.014
C -0.050 -0.040 0.001
O -0.037 0.061 -0.064
N -0.013 -0.065 0.028
N 0.394 -0.098 -0.092
H 0.004 -0.001 0.003
H -0.002 0.004 0.004
H -0.012 0.000 0.002
C 0.007 0.001 0.004
C 0.003 -0.005 -0.007
C 0.025 0.010 0.053
H 0.007 0.001 -0.019
H -0.002 -0.002 -0.006
H 0.006 0.007 0.001
H -0.061 -0.004 0.062
H 0.012 -0.010 -0.012
C 0.046 -0.020 -0.014
C -0.097 0.059 0.002
H 0.005 0.012 0.003
H 0.009 0.001 -0.010
C -0.050 0.068 0.029
O -0.107 -0.094 0.038
H -0.003 0.003 -0.001
C 0.052 -0.048 -0.048
H 0.002 -0.010 -0.002
C 0.002 0.030 -0.017
N -0.049 -0.125 0.078
N 0.005 -0.006 0.007
H -0.008 -0.008 -0.011
N 0.168 0.015 0.041
H -0.047 -0.013 0.045
N 0.091 -0.019 -0.049
H -0.092 0.008 -0.018
N -0.004 -0.013 0.008
H 0.000 -0.003 -0.006
C 0.006 0.082 0.086
N -0.005 -0.008 -0.016
H 0.009 0.015 -0.003
N -0.034 0.000 -0.023
H -0.018 -0.012 0.014
H 0.003 0.002 0.006
N -0.148 -0.139 0.234
H 0.001 -0.002 0.001
H -0.009 -0.039 -0.006
H -0.002 0.002 0.006
H 0.001 0.004 -0.005
H 0.002 0.002 0.004
H 0.006 0.006 0.000
H -0.028 0.001 -0.011
C -0.034 0.013 -0.003
H -0.023 0.022 -0.020
H 0.016 0.027 0.013
C -0.013 -0.017 0.017
H 0.006 0.012 -0.008
H 0.003 -0.019 0.004

Its LUMO energy (spin up / spin down) is 4.19 / 4.19 eV. Its total charge is -2. Its expectation value of S² is 0.76. For the total energy, the calculation gives -165132.02344 eV. Its HOMO-LUMO gap (spin up / spin down) is 5.269 / 5.273 eV. Its spin multiplicity is 2.

Results of the Löwdin charge analysis, in e, for atoms 1 through 8:
1. H 0.0691
2. N -0.1495
3. C -0.2404
4. C -0.5317
5. H 0.0784
6. H 0.0764
7. C -0.1470
8. Co 0.3205